Molecular formula: C5H7NO
Method: DFT, ωB97M-V with the def2-TZVPD basis set

The value obtained for the highest occupied orbital energy is -0.3485 hartree. The value obtained for the LUMO energy is 0.46 eV.

Last column: Mulliken charge in e.
Geometry (Å):
O (-1.3251, -0.8347, -1.9862)  -0.4887
N (0.2055, 1.3343, -2.3391)  -0.1704
C (1.2659, -1.4813, 0.5852)  -0.3258
C (1.0233, -0.0091, 0.6998)  -0.0646
C (0.3101, -0.7512, 1.4802)  -0.7184
C (-1.6482, -1.1695, -0.8706)  -0.1732
C (0.6762, 1.8346, -1.3876)  -0.1688
H (-0.4877, 0.7271, -2.7458)  0.3724
H (-1.6476, -0.4803, -0.0120)  0.3023
H (-1.9568, -2.2093, -0.6644)  0.2908
H (-0.2048, -0.7806, 2.4228)  0.3545
H (1.4325, 0.9679, 0.5277)  0.4543
H (2.1887, -1.8543, 1.0327)  0.2080
H (0.9147, -2.0734, -0.2666)  0.1277

Molecular formula: C5H7NO
Method: DFT, ωB97M-V with the def2-TZVPD basis set

The value obtained for the highest occupied orbital energy is -0.3355 hartree. The value obtained for the LUMO energy is 0.75 eV.

Last column: Mulliken charge in e.
Geometry (Å):
O (2.7458, 0.1795, -0.3231)  -0.4633
N (-1.3132, -0.3959, 0.6529)  -0.4708
C (1.6676, 0.5547, -0.7182)  -0.3419
C (-0.8996, -0.5208, -0.8623)  -0.4923
C (0.3645, 0.0380, -0.1899)  0.5640
C (-0.6746, 0.9395, 0.5426)  -0.4193
C (0.0907, -0.9710, 0.9080)  -0.3395
H (-0.4260, 1.3961, 1.4996)  0.2866
H (-1.2943, 0.1316, -1.6579)  0.2691
H (1.5811, 1.3923, -1.4461)  0.3026
H (0.4829, -0.7648, 1.9046)  0.2682
H (-1.2521, -1.5351, -0.8710)  0.3137
H (0.2347, -2.0260, 0.6380)  0.2500
H (-1.3075, 1.5820, -0.0772)  0.2728

Molecular formula: C5H7NO
Method: DFT, ωB97M-V with the def2-TZVPD basis set

The value obtained for the highest occupied orbital energy is -0.3160 hartree. Its SMILES is CCc1c(N)c1=O. The value obtained for the LUMO energy is 0.50 eV.

Last column: Mulliken charge in e.
Geometry (Å):
O (0.8051, 3.2520, 1.5354)  -0.6471
N (-1.2295, 0.4781, 2.7416)  -0.3944
C (-0.2329, 0.2873, -0.7882)  -0.2985
C (1.0388, -0.0945, -1.5300)  -1.0563
C (0.2124, 2.2313, 1.3223)  0.4657
C (-0.1642, 1.2560, 0.3636)  0.0082
C (-0.6102, 1.1587, 1.8080)  -0.0548
H (-0.6851, -0.6170, -0.4029)  0.3078
H (1.8518, -0.6031, -1.0401)  0.3474
H (-1.7345, -0.3291, 2.4135)  0.2345
H (-0.9238, 0.5983, -1.5680)  0.2483
H (-0.9635, 0.4463, 3.6924)  0.2285
H (0.6546, -0.5531, -2.4181)  0.3262
H (1.4729, 0.8417, -1.9786)  0.2845

In order of appearance, Kohn-Sham gap = 9.94, 9.88, 9.10 eV.
In order of appearance, E = -8830.7302, -8831.8601, -8833.2371 eV.
In order of appearance, energy above the lowest of the compared OMol25 structures with the same formula, charge and spin = 528.0, 419.0, 286.1 kJ/mol.